1.
{"formula": "C49H64N4O2PbS", "method": "ωB97M-V/def2-TZVPD", "species": ["Pb", "S", "O", "O", "N", "N", "N", "N", "C", "C", "C", "C", "C", "C", "C", "C", "C", "C", "C", "C", "C", "C", "C", "C", "C", "C", "C", "C", "C", "C", "C", "C", "C", "C", "C", "C", "C", "C", "C", "C", "C", "C", "C", "C", "C", "C", "C", "C", "C", "C", "C", "C", "C", "C", "C", "C", "C", "H", "H", "H", "H", "H", "H", "H", "H", "H", "H", "H", "H", "H", "H", "H", "H", "H", "H", "H", "H", "H", "H", "H", "H", "H", "H", "H", "H", "H", "H", "H", "H", "H", "H", "H", "H", "H", "H", "H", "H", "H", "H", "H", "H", "H", "H", "H", "H", "H", "H", "H", "H", "H", "H", "H", "H", "H", "H", "H", "H", "H", "H", "H", "H"], "coordinates": [[-1.746, -1.380, 0.150], [-0.171, -3.619, 0.286], [-0.966, -0.613, 2.325], [-0.874, -0.913, -2.055], [-3.988, 0.114, -0.118], [-1.896, 2.003, -0.293], [0.560, -0.501, 0.155], [-2.247, -5.367, -0.516], [2.118, -1.169, 3.952], [-5.484, 1.905, -0.839], [1.071, 3.824, 0.967], [0.230, -0.735, 2.525], [4.342, 0.898, -2.654], [0.904, 4.096, -1.404], [-0.105, 3.083, 0.988], [2.499, -1.002, 1.530], [-0.264, 3.349, -1.432], [4.710, 2.116, -1.791], [-6.593, -3.142, -0.320], [-5.125, -1.591, -1.453], [4.440, -1.629, 2.968], [-4.906, -0.952, -0.229], [4.585, -3.049, 2.369], [1.109, -0.172, -1.011], [5.146, -0.338, -2.178], [2.075, 0.207, -3.634], [1.581, 4.325, -0.216], [0.717, -1.237, 6.373], [4.901, -1.655, 4.429], [0.811, -0.153, -6.091], [-3.490, 3.635, 0.594], [0.243, -0.454, -2.226], [-5.190, -0.737, 2.270], [4.718, 1.192, -4.110], [-1.031, 3.160, -2.708], [-5.983, -2.685, -1.475], [5.337, -0.647, 2.188], [-0.259, -2.063, -4.897], [1.165, -0.694, 1.332], [0.786, -0.954, 3.878], [-4.196, 1.344, -0.307], [-1.013, 0.166, 5.284], [-0.114, -1.076, 5.100], [2.890, 0.522, -2.478], [2.994, -1.237, 2.806], [-6.341, -2.514, 0.889], [0.797, -0.224, -3.577], [-1.389, -4.667, -0.180], [-0.766, 2.826, -0.223], [-0.682, 2.629, 2.302], [-4.424, -1.138, -2.708], [-1.331, 0.228, -4.924], [-5.486, -1.424, 0.961], [0.007, -0.539, -4.849], [-3.083, 2.320, -0.015], [2.368, 0.388, -1.206], [-0.979, -2.350, 4.928], [-1.509, 2.183, -2.739], [4.103, 2.978, -2.065], [4.395, -2.432, 5.005], [-6.168, -3.187, -2.418], [-1.643, -2.282, 4.072], [2.935, 0.712, -0.348], [6.210, -0.159, -2.340], [4.346, -3.068, 1.304], [-6.154, 1.102, -1.139], [3.143, -1.132, 0.674], [-0.375, 3.278, -3.569], [1.573, 4.032, 1.906], [-0.892, -2.391, -4.076], [-5.283, 2.548, -1.700], [-4.042, 3.466, 1.521], [-0.402, 1.063, 5.417], [-1.150, 1.295, -5.043], [-0.346, -3.231, 4.806], [1.384, -0.386, 6.530], [5.130, -0.658, 1.116], [2.491, 4.910, -0.212], [-1.686, 0.322, 4.449], [1.304, -2.159, 6.367], [0.199, -0.334, -6.973], [5.617, -3.375, 2.495], [-1.611, 0.032, 6.185], [-1.953, 0.068, -4.052], [4.601, 0.316, -4.750], [-1.883, -0.121, -5.797], [0.094, 2.203, 2.947], [0.042, -1.287, 7.226], [5.967, -1.877, 4.458], [-4.146, 4.187, -0.081], [-1.111, 3.475, 2.843], [-0.763, -2.304, -5.834], [4.131, 2.018, -4.519], [-1.822, 3.911, -2.794], [3.934, -3.759, 2.883], [1.719, -0.753, -6.193], [-3.402, -1.533, -2.743], [1.079, 0.906, -6.085], [-4.114, -0.593, 2.407], [2.518, 0.355, -4.607], [0.678, -2.623, -4.860], [2.549, -1.356, 4.923], [-4.944, -1.511, -3.589], [4.861, -1.232, -2.736], [-5.990, 2.514, -0.088], [4.751, -0.689, 4.918], [4.585, 1.927, -0.723], [5.767, 1.481, -4.151], [4.987, -0.528, -1.114], [5.757, 2.366, -1.959], [1.285, 4.517, -2.329], [-1.463, 1.887, 2.162], [-6.810, -2.878, 1.796], [5.213, 0.372, 2.560], [-4.359, -0.050, -2.781], [-7.254, -3.998, -0.361], [-1.588, -2.490, 5.822], [-2.615, 4.247, 0.804], [-5.572, -1.323, 3.104], [-5.660, 0.249, 2.311], [6.379, -0.935, 2.322]], "lowdin_charge": [1.4152, 0.4718, -0.0666, -0.0460, 0.0233, 0.1445, 0.0559, 0.0781, 0.0910, 0.0159, -0.0448, -0.2366, -0.5330, -0.0472, -0.2175, 0.0483, -0.2092, -0.0178, -0.0486, -0.2215, -0.5349, -0.2829, -0.0002, -0.1102, -0.0032, 0.0863, -0.0760, -0.0494, -0.0400, -0.0509, 0.0169, -0.1975, -0.0271, -0.0399, -0.0298, -0.0267, -0.0170, -0.0110, -0.1531, -0.0305, -0.2548, -0.0200, -0.5213, -0.0518, -0.0408, -0.0276, -0.0311, -0.8901, -0.2138, -0.0330, -0.0255, -0.0212, -0.2142, -0.5164, -0.2549, 0.0442, -0.0066, 0.0541, 0.0918, 0.0958, 0.1218, 0.0775, 0.1186, 0.1065, 0.0897, 0.0932, 0.1134, 0.0805, 0.1196, 0.0794, 0.1032, 0.1055, 0.0948, 0.0821, 0.1011, 0.1014, 0.0558, 0.1098, 0.0696, 0.0961, 0.1026, 0.1056, 0.0985, 0.0565, 0.0944, 0.1017, 0.0771, 0.1017, 0.1005, 0.0958, 0.1003, 0.1004, 0.1024, 0.0986, 0.1029, 0.0975, 0.0626, 0.0981, 0.0573, 0.0935, 0.0992, 0.0971, 0.0921, 0.1033, 0.0991, 0.1015, 0.0785, 0.1000, 0.0615, 0.1016, 0.1181, 0.0585, 0.1203, 0.1028, 0.0741, 0.1162, 0.1020, 0.0872, 0.0862, 0.0883, 0.1038], "e_homo_ev": [-12.704, -12.702], "charge": 2, "orbital_gap_ev": [3.604, 3.600], "spin_multiplicity": 1, "e_tot_ha": -2865.5644, "fmax_ha_per_bohr": 0.027}

***

2.
{"formula": "C5H6N2O2", "method": "ωB97M-V/def2-TZVPD", "species": ["O", "O", "N", "N", "C", "C", "C", "C", "C", "H", "H", "H", "H", "H", "H"], "coordinates": [[-0.770, -0.965, 1.630], [-1.378, 0.008, -0.810], [0.718, 0.168, 0.263], [0.526, 0.225, -2.061], [-0.609, 0.075, -2.893], [-0.027, 0.085, -0.812], [0.217, -0.352, 1.528], [-1.769, -0.035, -2.218], [1.041, 0.034, 2.714], [0.699, -0.321, 3.477], [1.521, 0.538, 0.104], [1.231, 1.165, 2.717], [-0.592, -0.031, -3.952], [2.045, -0.478, 2.680], [-2.853, -0.117, -2.366]], "nbo_charge": [-0.5182, -0.4260, -0.6396, -0.5296, -0.0898, 0.6637, 0.7017, -0.0030, -0.6702, 0.2072, 0.4065, 0.2285, 0.2130, 0.2287, 0.2270], "e_homo_ev": -8.523, "orbital_gap_ev": 9.266, "spin_multiplicity": 1, "relative_energy_kcal_mol": 49.8, "smiles": "CC(=O)Nc1ncco1", "e_tot_ha": -454.0549, "fmax_ha_per_bohr": 0.220}

***

3.
{"formula": "C24H60F6MnN4O8P", "method": "ωB97M-V/def2-TZVPD", "species": ["Mn", "P", "F", "F", "F", "F", "F", "F", "O", "O", "O", "O", "O", "O", "O", "O", "N", "N", "N", "N", "C", "C", "C", "C", "C", "C", "C", "C", "C", "C", "C", "C", "C", "C", "C", "C", "C", "C", "C", "C", "C", "C", "C", "C", "H", "H", "H", "H", "H", "H", "H", "H", "H", "H", "H", "H", "H", "H", "H", "H", "H", "H", "H", "H", "H", "H", "H", "H", "H", "H", "H", "H", "H", "H", "H", "H", "H", "H", "H", "H", "H", "H", "H", "H", "H", "H", "H", "H", "H", "H", "H", "H", "H", "H", "H", "H", "H", "H", "H", "H", "H", "H", "H", "H"], "coordinates": [[0.123, 0.758, 1.367], [1.042, -0.905, -0.913], [1.069, 0.720, -1.255], [2.367, -0.705, 0.055], [-0.396, -1.078, -1.694], [0.936, -2.535, -0.490], [1.986, -1.118, -2.225], [0.189, -0.527, 0.458], [0.689, -1.038, 2.315], [-0.670, 1.362, -0.426], [-1.915, -3.806, -0.152], [0.455, 1.111, 3.184], [-0.338, 2.515, 1.021], [3.725, 2.953, -7.025], [1.170, -0.421, -5.213], [-4.344, -2.889, 5.737], [3.167, 1.582, -4.582], [1.947, 0.918, 0.681], [-1.732, 0.620, 2.037], [-3.897, -2.701, 2.053], [-0.592, -1.473, 2.899], [1.729, -0.343, -3.920], [-1.268, -3.542, -1.375], [-1.431, 3.446, 1.151], [-4.044, -3.902, 1.182], [1.417, -2.212, 2.177], [-2.414, 0.055, 0.842], [-1.592, -0.321, 3.187], [4.493, 2.020, -4.807], [-3.369, -3.558, -0.153], [-4.283, -3.265, 3.337], [3.922, 3.970, -8.004], [2.659, 0.782, 1.980], [3.153, 0.312, -3.923], [0.896, 3.181, 0.865], [4.337, 3.250, -5.750], [-3.929, -2.282, 4.479], [2.098, 2.322, 0.281], [-0.240, 2.210, -1.583], [1.889, 1.258, 3.226], [-3.639, -2.354, 6.801], [-2.092, 0.968, -0.408], [-0.273, 1.763, 4.301], [0.434, -1.629, -5.274], [2.796, 2.090, -3.792], [3.125, 4.690, -7.817], [-0.093, 2.820, 4.102], [1.096, -2.467, -5.059], [-2.344, 1.380, 2.296], [-0.260, 1.816, -2.599], [-3.526, -2.531, -0.482], [5.244, 3.838, -5.892], [0.136, 1.541, 5.287], [3.626, 0.471, -2.954], [-0.186, -3.621, -1.265], [5.281, 1.333, -5.116], [3.035, -0.232, 2.109], [-4.554, -1.400, 4.343], [2.632, 0.483, 0.079], [2.358, -1.991, 1.672], [-2.471, -0.846, 3.561], [-0.300, -1.850, 3.879], [2.116, 2.310, -0.808], [-3.484, -0.084, 0.991], [-2.090, 3.384, 0.285], [-2.883, 1.717, -0.421], [4.973, 2.374, -3.894], [0.707, 2.678, -1.315], [-3.764, -4.172, 3.646], [-3.724, -1.268, 6.809], [1.675, -1.323, -3.446], [-0.528, -1.664, -4.763], [2.114, 2.315, 3.372], [3.082, 2.762, 0.444], [1.254, 3.522, 1.837], [-1.599, -2.641, -1.891], [1.696, -2.629, 3.145], [-1.291, 1.598, 3.948], [-1.059, -2.402, 2.572], [4.909, 4.431, -7.989], [-2.592, -2.640, 6.699], [3.559, 1.393, 2.050], [3.839, -0.409, -4.367], [-2.941, -2.377, 2.007], [-1.992, 3.137, 2.033], [-2.226, 0.340, -1.289], [1.132, 0.354, -3.333], [0.045, -1.611, -6.292], [0.751, 4.097, 0.293], [-2.878, -2.046, 4.310], [2.148, 0.652, 4.094], [-1.152, 4.485, 1.328], [-0.854, 3.070, -1.853], [3.807, 3.578, -9.014], [-5.009, -4.390, 1.048], [-3.419, -4.680, 1.621], [-5.321, -3.563, 3.484], [-2.034, -0.941, 0.613], [0.983, -3.057, 1.642], [-4.044, -2.681, 7.759], [3.547, 3.853, -5.304], [-3.766, -4.219, -0.924], [-1.254, 0.145, 4.112], [-1.462, -4.393, -2.029]], "lowdin_charge": [0.7444, 0.5758, -0.2525, -0.1370, -0.1112, -0.1571, -0.1477, -0.2651, -0.2607, -0.3189, -0.1991, -0.3432, -0.3542, -0.1992, -0.1530, -0.1681, -0.0548, -0.1785, -0.0877, -0.0278, -0.0998, -0.2611, -0.1377, 0.0073, -0.1761, -0.1012, -0.1074, -0.1492, -0.2188, -0.1716, -0.2210, -0.1120, -0.1062, -0.1892, -0.1336, -0.1923, -0.1982, -0.1082, -0.0172, -0.1135, -0.1360, -0.0910, 0.0135, -0.1140, 0.1092, 0.0838, 0.1053, 0.0959, 0.1128, 0.1137, 0.1083, 0.1106, 0.1282, 0.1044, 0.0720, 0.1257, 0.1168, 0.1314, 0.0434, 0.0894, 0.0759, 0.1363, 0.1055, 0.1334, 0.0960, 0.1185, 0.1082, 0.0696, 0.1187, 0.0831, 0.0536, 0.0775, 0.1248, 0.1397, 0.1197, 0.0782, 0.1108, 0.0781, 0.1256, 0.0788, 0.0868, 0.1333, 0.1257, 0.0522, 0.0910, 0.1248, 0.0924, 0.0881, 0.1383, 0.0746, 0.1464, 0.1155, 0.1085, 0.0845, 0.1306, 0.1133, 0.1335, 0.0999, 0.1066, 0.0954, 0.1108, 0.1188, 0.0844, 0.0917], "e_homo_ev": [-9.388, -10.385], "charge": 1, "orbital_gap_ev": [6.952, 7.911], "spin_multiplicity": 6, "relative_energy_kcal_mol": 547.2, "e_tot_ha": -3861.8950, "fmax_ha_per_bohr": 0.349}

***

4.
{"formula": "C7H9AlCl2IrNO4", "method": "ωB97M-V/def2-TZVPD", "species": ["Ir", "Cl", "Cl", "Al", "O", "O", "O", "O", "N", "C", "C", "C", "C", "C", "C", "C", "H", "H", "H", "H", "H", "H", "H", "H", "H"], "coordinates": [[1.967, 0.200, -4.679], [-0.656, 4.180, -0.246], [-4.464, -0.275, -1.770], [-0.212, 2.016, -0.467], [0.332, 1.136, -2.207], [2.705, -2.789, -5.018], [2.919, 2.305, -6.678], [-0.124, 0.558, 0.564], [-0.227, -0.790, 2.316], [-0.805, 0.209, 1.620], [0.997, -1.391, 1.754], [2.562, 1.496, -5.916], [2.434, -1.650, -4.896], [-0.719, -1.250, 3.633], [-2.005, 0.878, 2.010], [0.982, 0.714, -3.238], [-1.867, 1.974, 2.076], [-0.803, -0.398, 4.333], [1.334, -2.137, 2.493], [-2.851, 0.684, 1.315], [0.750, -1.874, 0.825], [1.754, -0.645, 1.610], [0.051, -1.970, 4.010], [-2.366, 0.564, 3.034], [-1.685, -1.745, 3.523]], "nbo_charge": [0.9037, -0.3162, 0.2636, 1.9897, -0.7557, -0.1755, -0.1513, -0.8310, -0.0798, 0.7659, -0.4381, 0.3922, 0.3991, -0.4508, -0.7952, 0.5140, 0.3289, 0.3135, 0.2879, 0.3361, 0.2782, 0.2813, 0.2952, 0.3243, 0.3200], "e_homo_ev": [-23.983, -22.046], "charge": 4, "orbital_gap_ev": [8.324, 2.700], "spin_multiplicity": 5, "relative_energy_kcal_mol": 31.2, "e_tot_ha": -1893.0948, "fmax_ha_per_bohr": 0.204}

***

5.
{"formula": "C5H8O2", "method": "ωB97M-V/def2-TZVPD", "species": ["O", "O", "C", "C", "C", "C", "C", "H", "H", "H", "H", "H", "H", "H", "H"], "coordinates": [[-0.229, 0.442, 1.604], [1.071, 0.775, -1.530], [1.231, -0.923, 0.322], [1.124, 0.286, 1.198], [0.618, 0.197, -0.364], [-1.859, -0.204, -0.176], [-0.684, 0.625, 0.251], [2.258, -1.160, 0.065], [-2.729, 0.013, 0.439], [1.653, 1.171, 0.916], [-0.867, 1.701, 0.116], [-1.617, -1.269, -0.099], [-2.082, 0.027, -1.223], [0.590, -1.773, 0.526], [1.521, 0.093, -2.046]], "nbo_charge": [-0.5181, -0.6775, -0.4747, 0.0003, 0.2229, -0.6295, 0.0755, 0.2376, 0.2192, 0.2145, 0.1881, 0.2056, 0.2199, 0.2337, 0.4824], "e_homo_ev": -8.200, "orbital_gap_ev": 8.896, "spin_multiplicity": 1, "relative_energy_kcal_mol": 84.4, "smiles": "C[C@H]1O[C@H]2C[C@]21O", "e_tot_ha": -345.6705, "fmax_ha_per_bohr": 0.036}

***

6.
{"formula": "C5H14FINb", "method": "ωB97M-V/def2-TZVPD", "species": ["I", "Nb", "F", "C", "C", "C", "C", "C", "H", "H", "H", "H", "H", "H", "H", "H", "H", "H", "H", "H", "H", "H"], "coordinates": [[2.287, -2.556, -1.795], [0.997, 0.303, 0.207], [1.452, 2.927, 1.878], [0.789, -1.950, -0.292], [-0.596, -2.222, -0.973], [-0.522, 3.064, 0.425], [0.944, 2.542, 0.629], [-1.787, -2.190, 0.025], [-0.548, 0.147, 1.157], [1.931, -0.082, 1.744], [1.544, 3.060, -0.137], [-1.504, -2.459, 1.046], [-0.759, -1.405, -1.684], [-2.198, -1.178, 0.015], [-0.619, 3.254, -0.652], [-1.240, 2.268, 0.638], [0.920, -2.522, 0.635], [2.631, 0.383, -0.612], [-0.579, -3.140, -1.580], [0.160, 0.665, -1.387], [-0.721, 3.962, 1.022], [-2.583, -2.871, -0.309]], "nbo_charge": [0.0070, 1.9186, -0.3986, -0.7767, -0.4580, -0.6599, -0.2515, -0.6151, -0.4507, -0.4210, 0.1615, 0.2058, 0.2128, 0.2169, 0.2072, 0.2113, 0.2093, -0.4162, 0.1831, -0.4763, 0.1976, 0.1929], "e_homo_ev": -4.413, "charge": -1, "orbital_gap_ev": 6.786, "spin_multiplicity": 1, "e_tot_ha": -653.1905, "fmax_ha_per_bohr": 0.034}